{"formula": "C51H119N17O17", "method": "ωB97M-V/def2-TZVPD", "elements": ["C", "C", "O", "N", "C", "H", "H", "H", "H", "H", "H", "H", "C", "C", "O", "N", "C", "H", "H", "H", "H", "H", "H", "H", "C", "C", "O", "N", "C", "H", "H", "H", "H", "H", "H", "H", "C", "C", "O", "N", "C", "H", "H", "H", "H", "H", "H", "H", "C", "C", "O", "N", "C", "H", "H", "H", "H", "H", "H", "H", "C", "C", "O", "N", "C", "H", "H", "H", "H", "H", "H", "H", "C", "C", "O", "N", "C", "H", "H", "H", "H", "H", "H", "H", "C", "C", "O", "N", "C", "H", "H", "H", "H", "H", "H", "H", "C", "C", "O", "N", "C", "H", "H", "H", "H", "H", "H", "H", "C", "C", "O", "N", "C", "H", "H", "H", "H", "H", "H", "H", "C", "C", "O", "N", "C", "H", "H", "H", "H", "H", "H", "H", "C", "C", "O", "N", "C", "H", "H", "H", "H", "H", "H", "H", "C", "C", "O", "N", "C", "H", "H", "H", "H", "H", "H", "H", "C", "C", "O", "N", "C", "H", "H", "H", "H", "H", "H", "H", "C", "C", "O", "N", "C", "H", "H", "H", "H", "H", "H", "H", "C", "C", "O", "N", "C", "H", "H", "H", "H", "H", "H", "H", "C", "C", "O", "N", "C", "H", "H", "H", "H", "H", "H", "H"], "coordinates": [[9.197, 0.759, -0.334], [10.448, 1.110, -1.097], [10.568, 0.815, -2.261], [11.361, 1.852, -0.521], [12.578, 2.255, -1.196], [8.291, 1.101, -0.834], [9.212, 1.257, 0.635], [9.197, -0.314, -0.141], [11.070, 2.245, 0.363], [12.426, 3.204, -1.712], [12.825, 1.564, -2.002], [13.378, 2.241, -0.455], [8.168, -1.894, 5.402], [8.008, -3.361, 5.044], [7.728, -3.679, 3.904], [8.329, -4.258, 5.922], [8.395, -5.731, 5.739], [7.171, -1.499, 5.601], [8.657, -1.351, 4.593], [8.747, -1.763, 6.316], [8.655, -3.913, 6.814], [7.941, -6.081, 6.666], [9.421, -6.098, 5.731], [7.858, -6.039, 4.842], [-0.081, -4.449, -5.638], [0.144, -3.535, -6.817], [-0.569, -3.710, -7.811], [1.152, -2.670, -6.810], [1.725, -1.850, -7.901], [-1.136, -4.711, -5.566], [0.123, -4.040, -4.648], [0.410, -5.421, -5.680], [1.743, -2.668, -5.991], [2.776, -2.035, -8.125], [1.714, -0.841, -7.490], [1.143, -1.825, -8.823], [-1.357, -1.871, 6.517], [-2.040, -1.420, 7.781], [-3.204, -1.620, 8.027], [-1.231, -0.828, 8.667], [-1.573, -0.443, 10.043], [-1.004, -2.902, 6.543], [-0.581, -1.166, 6.218], [-2.037, -1.857, 5.665], [-0.302, -0.725, 8.283], [-2.572, -0.708, 10.389], [-1.479, 0.638, 10.139], [-0.994, -0.968, 10.803], [-8.928, -1.744, 2.412], [-7.532, -1.817, 2.994], [-6.668, -2.506, 2.481], [-7.290, -1.043, 4.073], [-8.177, -0.177, 4.821], [-9.155, -0.842, 1.844], [-9.628, -1.893, 3.235], [-9.063, -2.581, 1.727], [-6.404, -1.113, 4.552], [-8.302, 0.850, 4.478], [-7.739, -0.211, 5.819], [-9.221, -0.448, 4.977], [1.812, -0.849, 1.343], [0.555, -1.389, 0.631], [0.193, -2.583, 0.555], [-0.123, -0.395, 0.049], [-1.371, -0.658, -0.707], [2.500, -0.317, 0.686], [2.401, -1.618, 1.842], [1.547, -0.164, 2.149], [0.180, 0.545, 0.261], [-1.367, -1.418, -1.488], [-1.681, 0.237, -1.246], [-2.102, -0.998, 0.026], [-6.802, 3.554, -8.226], [-5.880, 2.558, -7.591], [-5.892, 2.387, -6.359], [-5.096, 1.864, -8.385], [-4.176, 0.850, -7.978], [-7.755, 3.461, -7.705], [-6.886, 3.604, -9.312], [-6.449, 4.545, -7.939], [-5.231, 2.042, -9.370], [-3.622, 1.129, -7.082], [-3.489, 0.570, -8.777], [-4.638, -0.115, -7.768], [-2.050, 5.536, -4.803], [-2.537, 6.504, -5.867], [-3.226, 7.484, -5.580], [-2.166, 6.165, -7.105], [-2.346, 6.976, -8.305], [-2.730, 5.481, -3.953], [-1.038, 5.801, -4.496], [-2.031, 4.534, -5.232], [-1.510, 5.404, -7.211], [-1.485, 6.854, -8.962], [-2.424, 8.027, -8.028], [-3.248, 6.651, -8.825], [5.366, -4.528, -2.453], [6.040, -3.780, -3.607], [5.405, -2.856, -4.137], [7.191, -4.309, -4.038], [7.977, -3.752, -5.152], [4.281, -4.424, -2.492], [5.559, -4.069, -1.484], [5.546, -5.598, -2.354], [7.585, -5.077, -3.514], [8.247, -4.578, -5.811], [8.873, -3.264, -4.770], [7.353, -3.030, -5.678], [-10.555, -5.786, -5.295], [-9.912, -4.560, -4.626], [-10.495, -4.000, -3.730], [-8.662, -4.245, -5.027], [-7.949, -3.187, -4.401], [-10.463, -6.698, -4.704], [-10.126, -5.898, -6.291], [-11.622, -5.605, -5.424], [-8.317, -4.731, -5.843], [-6.905, -3.500, -4.414], [-8.308, -3.002, -3.389], [-8.062, -2.278, -4.991], [4.911, 1.606, 9.168], [3.645, 1.753, 8.365], [3.148, 0.788, 7.803], [3.190, 2.993, 8.258], [2.085, 3.440, 7.379], [5.605, 2.367, 8.811], [5.243, 0.582, 8.999], [4.666, 1.732, 10.223], [3.509, 3.624, 8.979], [1.157, 3.604, 7.927], [1.979, 2.662, 6.623], [2.311, 4.317, 6.773], [-7.670, -7.729, 1.928], [-6.335, -8.463, 1.963], [-6.104, -9.602, 2.349], [-5.326, -7.583, 1.772], [-3.959, -8.020, 1.675], [-7.748, -7.194, 0.982], [-7.710, -7.120, 2.832], [-8.462, -8.475, 2.001], [-5.493, -6.598, 1.923], [-3.504, -8.031, 2.665], [-3.379, -7.312, 1.084], [-3.955, -8.990, 1.178], [-9.658, 5.685, 2.778], [-9.425, 4.606, 1.736], [-10.255, 3.713, 1.591], [-8.322, 4.731, 0.958], [-8.012, 3.819, -0.114], [-9.293, 6.619, 2.351], [-9.194, 5.363, 3.710], [-10.717, 5.791, 3.014], [-7.623, 5.414, 1.214], [-8.161, 2.768, 0.136], [-6.974, 3.862, -0.444], [-8.648, 4.012, -0.978], [8.514, 7.162, -1.548], [7.229, 6.560, -1.175], [6.276, 6.668, -1.926], [7.121, 5.954, 0.026], [5.915, 5.285, 0.520], [9.260, 6.410, -1.805], [9.013, 7.566, -0.667], [8.486, 7.864, -2.380], [7.918, 5.889, 0.643], [5.445, 6.040, 1.150], [6.035, 4.415, 1.166], [5.252, 5.061, -0.315], [3.011, -5.802, 7.275], [2.141, -6.980, 6.847], [1.481, -7.561, 7.657], [2.136, -7.410, 5.609], [2.736, -6.743, 4.443], [3.331, -5.952, 8.306], [2.493, -4.846, 7.192], [3.859, -5.787, 6.590], [1.574, -8.241, 5.495], [2.602, -5.665, 4.535], [2.156, -6.998, 3.557], [3.794, -6.969, 4.304], [3.323, 6.422, -6.737], [3.017, 4.990, -6.407], [2.293, 4.298, -7.183], [3.401, 4.544, -5.208], [3.359, 3.160, -4.748], [3.914, 6.270, -7.641], [3.990, 6.993, -6.092], [2.444, 6.977, -7.063], [3.971, 5.188, -4.680], [3.702, 2.989, -3.727], [3.915, 2.593, -5.495], [2.323, 2.871, -4.925], [-0.972, 6.390, 1.168], [-1.298, 5.022, 1.707], [-0.393, 4.217, 1.666], [-2.500, 4.774, 2.144], [-2.964, 3.556, 2.653], [-0.875, 6.845, 2.154], [-1.636, 6.803, 0.409], [0.016, 6.355, 0.709], [-3.134, 5.558, 2.081], [-3.814, 3.928, 3.225], [-2.248, 2.934, 3.190], [-3.311, 2.891, 1.863]], "forces_ev_per_angstrom": [[0.3, 0.3, 1.0], [-1.8, -0.2, -1.4], [0.0, -1.1, -1.6], [0.9, 0.9, 2.0], [-0.2, -0.1, 0.0], [0.2, -0.3, -0.3], [-0.1, -0.1, 0.2], [-0.3, 0.0, -0.2], [0.7, 0.1, -0.1], [0.3, 0.3, 0.3], [-0.2, -0.3, 0.3], [0.1, 0.4, -0.3], [-0.3, -0.3, 0.8], [0.6, 1.5, -2.7], [-0.7, 0.0, -0.9], [1.2, -2.0, 2.7], [-0.3, 1.1, 0.8], [0.0, 0.2, -0.2], [-0.2, -0.2, 0.0], [0.1, 0.1, 0.0], [-0.1, -0.2, -0.1], [-0.2, -0.7, -0.3], [0.1, 0.2, -0.3], [0.0, 0.2, 0.2], [-0.6, 0.0, 1.3], [-1.3, -1.7, -2.0], [0.4, 0.5, 0.5], [2.0, 0.7, 0.3], [-0.7, 0.8, 0.7], [-0.1, 0.2, -0.5], [0.5, 0.3, -0.1], [0.4, 0.2, -0.5], [-0.2, -0.1, 0.0], [-0.1, -0.7, 0.1], [0.0, 0.3, -0.3], [-0.1, -0.5, 0.3], [-0.2, 0.4, -1.2], [-0.4, -0.6, 0.2], [-1.3, -0.3, -0.2], [0.9, 0.2, 0.6], [0.0, 0.1, -0.1], [0.2, 0.1, 0.4], [0.4, -0.3, 0.2], [-0.4, 0.0, 0.3], [0.2, 0.3, 0.9], [-0.3, 0.0, -1.1], [0.2, -0.1, 0.2], [0.7, 0.2, -0.3], [-0.2, -0.7, 0.2], [0.0, 0.3, -1.0], [0.2, -0.2, 0.2], [-0.3, 0.5, 0.7], [-0.4, 0.2, 0.9], [0.1, 0.2, 0.4], [-0.3, 0.3, -0.1], [0.2, 0.0, 0.1], [0.1, -0.4, -0.7], [0.7, 0.1, -0.3], [-0.2, 0.6, 0.1], [0.1, -0.9, -0.4], [0.1, -0.6, 0.6], [0.3, -1.8, 0.1], [0.9, 2.2, 0.3], [-0.8, 0.0, -1.2], [0.0, 0.4, 0.6], [-0.3, 0.0, -0.3], [-0.3, -0.3, -0.3], [-0.3, 0.2, -0.1], [-0.3, -0.1, -0.3], [0.9, -0.3, 0.3], [-0.1, 0.2, 0.5], [-0.4, 0.2, -0.2], [-0.1, 0.9, 0.4], [-0.9, 0.0, 2.8], [0.1, 0.3, -1.4], [0.6, -0.3, -2.1], [0.6, -1.1, 0.3], [-0.1, -0.1, -0.4], [-0.1, -0.5, 0.0], [0.2, 0.1, 0.1], [0.3, -0.2, 0.1], [0.0, 0.2, -0.1], [0.1, 0.6, -0.1], [-0.5, 0.1, 0.3], [-0.2, -0.4, -0.3], [-0.9, 0.7, 1.5], [0.6, -0.6, -0.6], [0.9, -0.2, -1.3], [-0.2, 0.0, 0.5], [0.1, 0.4, -0.1], [-0.1, 0.0, 0.1], [0.2, -0.1, 0.0], [-0.2, 0.0, 0.2], [-0.1, -0.1, 0.1], [-0.1, -0.1, 0.0], [0.0, 0.2, -0.1], [-0.5, 0.1, 0.7], [-2.6, 0.1, 0.0], [1.5, -0.7, 0.3], [0.9, 0.3, -0.5], [-0.4, -0.4, 0.6], [0.0, 0.1, -0.6], [0.6, 0.1, 0.0], [0.5, 0.0, -0.2], [-0.1, 0.2, -0.1], [0.1, 0.2, -0.1], [0.0, 0.0, -0.1], [0.1, -0.1, 0.1], [0.1, 0.8, -0.5], [-0.6, -1.6, -0.1], [-0.2, 0.8, 0.7], [-1.1, -1.0, -0.4], [0.9, 0.4, -0.4], [0.3, 0.2, 0.0], [0.0, -0.5, 0.0], [0.1, 0.1, 0.1], [0.2, 0.3, 0.3], [0.1, 0.4, 0.3], [0.0, -0.2, -0.2], [0.2, 0.3, 0.2], [-0.5, -0.2, 0.0], [0.2, -1.8, -0.5], [-0.2, 0.1, -0.2], [-1.1, 2.5, -0.2], [0.5, -0.9, -0.1], [0.3, -0.2, 0.3], [0.3, 0.3, 0.1], [0.3, 0.1, 0.1], [0.0, 0.2, -0.4], [0.0, -0.1, -0.1], [-0.4, -0.2, 0.3], [0.4, 0.3, 0.5], [-0.1, -1.5, -0.1], [0.3, 0.5, 1.9], [-0.8, 0.1, -1.1], [0.5, 0.5, -0.7], [0.2, 0.3, 0.2], [-0.2, 0.3, 0.4], [-0.1, 0.3, -0.3], [-0.1, 0.1, -0.1], [-0.2, -0.2, -0.4], [0.2, -0.5, 0.0], [-0.1, 0.0, -0.1], [0.2, 0.0, 0.3], [0.2, -0.2, -0.4], [-1.6, -0.5, 0.1], [0.8, 0.2, -0.2], [0.7, 0.1, 0.3], [-0.1, -0.7, -0.7], [0.2, 0.2, 0.6], [0.4, 0.4, 0.0], [0.0, -0.2, -0.4], [-0.3, -0.1, -0.1], [-0.3, 0.1, 0.4], [0.0, 0.5, 0.2], [0.0, 0.1, -0.1], [2.2, 0.0, 0.5], [-1.3, 0.2, -0.5], [-0.6, -0.3, -0.2], [0.7, -1.4, 1.0], [-0.5, 1.4, -0.1], [-0.2, -0.5, -0.4], [-0.2, 0.7, 0.0], [-0.4, 0.0, 0.4], [0.0, 0.2, -0.4], [-0.6, -0.2, 0.0], [0.7, -0.1, -0.4], [0.1, 0.0, 0.1], [0.2, -0.3, -0.9], [0.7, 1.5, 1.6], [-1.3, -1.1, 2.1], [0.7, -0.1, -3.1], [-0.7, 0.1, 0.4], [-0.1, -0.1, -0.2], [-0.1, -0.1, 0.0], [0.3, 0.3, 0.3], [0.0, 0.1, -0.2], [0.2, 0.0, 0.1], [0.2, -0.3, 0.0], [0.0, -0.1, 0.0], [0.9, -0.2, -1.1], [-3.2, -1.4, -1.1], [1.9, 1.3, 1.5], [1.4, 0.7, 1.4], [-0.9, 0.1, -1.8], [0.1, 0.4, -0.4], [-0.4, -0.2, 0.4], [0.0, -0.1, 0.4], [0.0, -0.1, 0.0], [-0.1, 0.4, -0.3], [0.3, -0.4, 0.4], [0.0, -0.4, 0.6], [0.2, -0.2, 0.5], [2.4, 0.2, -2.7], [0.6, -1.6, 0.7], [-0.8, 1.8, -0.1], [-1.3, -1.0, 0.2], [-0.2, 1.5, -0.4], [-0.4, 0.3, 0.7], [-0.1, -0.2, 0.2], [-0.1, -0.3, 0.1], [-0.1, -1.2, 0.6], [0.1, 0.7, 0.4], [-0.3, 0.0, -0.2]], "de_lowest_kcal_mol": 161.7, "homo_energy_ha": -0.328, "e_lumo_ev": -0.150, "total_energy_ha": -4224.65914, "total_charge": 0}